(1)
DFT (ωB97M-V/def2-TZVPD) results for a structure of composition C41H48N5O13P4SW.

Results
Energy relative to the best compared isomer or geometry (same formula, charge and spin) ... 27.0 kJ/mol
Largest force on an atom ... 1.23 eV/Å
Net charge ... -1
Molar mass ... 1158.66 Da
Multiplicity ... 1
E_LUMO ... 2.0827 eV

Cartesian coordinates (Å):
W -0.80844 0.55571 -0.85563
C 5.26518 -0.43084 3.82380
S 4.57840 -2.05780 4.19739
C 2.87820 -1.63733 4.68578
C 1.85213 -1.69180 3.56161
C 2.11837 -0.64406 2.48954
N 1.14387 -0.57127 1.41829
P 1.31660 -1.03904 -0.54483
C 1.64194 -2.72517 0.09821
C 2.88377 -3.10212 0.60224
C 3.08146 -4.38159 1.10187
C 2.04983 -5.30864 1.08956
C 0.81862 -4.94742 0.56048
C 0.62316 -3.66806 0.06270
C 2.90878 -0.16321 -0.66385
C 3.05938 1.10034 -0.10288
C 4.25358 1.78880 -0.23980
C 5.31379 1.21825 -0.93061
C 5.16983 -0.03982 -1.49646
C 3.96870 -0.72446 -1.37472
P -0.37770 -0.00639 1.57935
C -0.36059 1.24752 2.90966
C -0.98332 1.01650 4.13743
C -0.84511 1.91704 5.18172
C -0.08111 3.06300 5.01712
C 0.55022 3.29648 3.80516
C 0.41917 2.39174 2.76420
C -1.65321 -1.17569 2.17807
C -1.34723 -2.51414 2.39195
C -2.33956 -3.41460 2.75828
C -3.64445 -2.97653 2.92230
C -3.95460 -1.63691 2.71778
C -2.97044 -0.73849 2.34108
H 6.32891 -0.57418 3.63984
H 5.14849 0.23972 4.67486
H 4.81784 0.01972 2.93964
H 2.90153 -0.64404 5.14231
H 2.61337 -2.34319 5.47393
H 0.85848 -1.52904 3.99439
H 1.85102 -2.68813 3.11129
H 3.08691 -0.84401 2.02761
H 2.21421 0.33538 2.98173
H 3.70809 -2.40245 0.62080
H 4.04967 -4.64402 1.50946
H 2.20621 -6.30661 1.47927
H 0.00528 -5.66266 0.53077
H -0.33935 -3.39114 -0.34204
H 2.23418 1.55426 0.42629
H 4.34870 2.78009 0.18523
H 6.24527 1.75975 -1.03957
H 5.98599 -0.48866 -2.04807
H 3.85719 -1.69492 -1.84071
H -1.58632 0.13165 4.28614
H -1.34393 1.72350 6.12284
H 0.01912 3.77141 5.82995
H 1.14289 4.18969 3.65558
H 0.91237 2.59017 1.82628
H -0.33026 -2.85698 2.26118
H -2.08685 -4.45626 2.91496
H -4.42031 -3.67588 3.20840
H -4.97213 -1.28808 2.84125
H -3.22600 0.30037 2.16859
O 2.59592 -2.15069 -3.96057
C 1.70821 -1.51550 -3.44247
O 1.34403 -1.74297 -2.17558
C 0.85649 -0.57294 -4.22296
C 0.68526 -0.74651 -5.59568
C -0.20681 0.08978 -6.23586
C -0.96847 1.06796 -5.59110
C -0.78261 1.24293 -4.23220
C 0.18909 0.45751 -3.57295
O 0.50157 0.74851 -2.31664
N -1.43840 2.17454 -3.46072
O -2.58722 2.69130 -4.03688
O -1.75317 1.85287 -2.14780
N -0.39935 -0.07890 -7.67685
O 0.25163 -0.93845 -8.24785
O -1.19333 0.65381 -8.24292
H 1.22436 -1.51592 -6.12441
H -1.67437 1.67069 -6.13805
N -2.58940 4.59181 -1.79985
C -2.13890 4.14729 -0.45534
C -2.36971 5.26966 0.57068
P -0.29810 3.83652 -0.61713
O 0.36872 4.62293 0.64751
O 0.20648 4.44732 -1.86245
O 0.01604 2.38754 -0.22383
P -3.18964 2.68874 0.10714
O -4.24215 2.49250 -1.09107
O -3.88632 3.00285 1.36504
O -2.36648 1.37206 0.16170
H -3.49647 5.03820 -1.70443
H -2.70192 3.49686 -3.47834
H -1.91999 5.27723 -2.14029
H -1.81858 6.16551 0.27127
H -2.05813 4.97353 1.56979
H -3.43341 5.50939 0.61349
H 0.64203 5.49435 0.34143
H -3.73641 2.20185 -1.87313
C -2.13949 -3.03887 -2.25513
C -2.72809 -1.66174 -1.95238
C -3.90553 -1.77175 -0.98039
C -3.16550 -0.98934 -3.25586
N -1.73317 -0.81172 -1.33696
H -2.82398 -3.58975 -2.90294
H -2.01080 -3.61849 -1.34120
H -1.17597 -2.94877 -2.75878
H -4.73143 -2.30858 -1.45171
H -4.25049 -0.77746 -0.69189
H -3.60698 -2.30798 -0.07829
H -3.95259 -1.58406 -3.72314
H -2.32872 -0.91580 -3.95065
H -3.54763 0.01469 -3.07042


(2)
DFT (ωB97M-V/def2-TZVPD) results for a structure of composition C41H49BO2P2Pt.

Results
Energy relative to the best compared isomer or geometry (same formula, charge and spin) ... 0.0 kJ/mol
Expectation value of S² ... 2.011
Largest force on an atom ... 2.86 eV/Å
Molar mass ... 841.68 Da
Multiplicity ... 3
E_LUMO (alpha / beta) ... 0.6082 / -1.7380 eV

Cartesian coordinates (Å):
Pt 0.34314 0.03737 0.88804
C -1.38156 0.93851 -3.71158
C -1.53028 -0.38925 -3.62601
C -0.97752 -1.36524 -4.61876
C 0.36490 -0.95833 -5.28551
C 1.38016 -0.27027 -4.41065
C 1.46256 1.04725 -4.21732
C 0.59042 2.05471 -4.89095
C -0.89024 1.63921 -4.94894
C 1.78992 0.54209 2.38783
H -1.74420 1.61856 -2.93964
H -2.26654 -0.82352 -2.93484
H -1.71301 -1.50262 -5.43000
H -0.84868 -2.35435 -4.15603
H 0.83554 -1.88628 -5.64729
H 0.14571 -0.35973 -6.18291
H 2.20695 -0.92668 -4.12248
H 2.33141 1.49129 -3.74634
H 0.93080 2.21110 -5.92661
H 0.69108 3.02364 -4.37842
H -1.49442 2.54995 -5.08407
H -1.05417 1.01486 -5.84064
H 1.45163 1.45728 2.90779
H 2.78817 0.71691 1.95478
H 1.84694 -0.31971 3.06721
P -1.11501 -0.84874 -0.52637
P 2.27571 0.03114 -0.35782
C 0.19667 -1.39264 -1.66203
C 1.52046 -1.01249 -1.60378
C -2.06698 -2.34799 -0.19078
C -2.56770 -3.16483 -1.21837
C -3.41391 -4.23522 -0.90584
C -3.70626 -4.53105 0.42973
C -3.12665 -3.78213 1.45857
C -2.27259 -2.72266 1.14721
C -2.29336 0.54027 -0.74885
C -1.80514 1.86738 -0.68032
C -2.65642 2.95140 -0.90062
C -4.01233 2.73221 -1.15343
C -4.52371 1.42905 -1.13371
C -3.67762 0.33920 -0.91340
C 3.73511 -0.95392 0.11897
C 3.51113 -2.24451 0.63775
C 4.59461 -3.07308 0.94803
C 5.90131 -2.62462 0.73582
C 6.12587 -1.34220 0.22520
C 5.05235 -0.50371 -0.08056
C 2.81979 1.73366 -0.71863
C 2.54574 2.79306 0.17375
C 2.96924 4.08995 -0.12126
C 3.58181 4.36546 -1.34708
C 3.81697 3.33112 -2.25345
C 3.54103 2.00916 -1.89440
H -0.08361 -2.22949 -2.30704
H 2.25977 -1.46111 -2.27262
H -2.29700 -2.97102 -2.25444
H -3.84655 -4.83904 -1.70581
H -4.38031 -5.35459 0.67636
H -3.33490 -4.01590 2.50517
H -1.75238 -2.17919 1.93521
H -0.74050 2.04005 -0.49988
H -2.24874 3.96501 -0.87487
H -4.66865 3.57841 -1.36071
H -5.59301 1.26133 -1.28849
H -4.08838 -0.66985 -0.86107
H 2.49117 -2.59728 0.78309
H 4.40827 -4.06801 1.35218
H 6.74382 -3.27998 0.96828
H 7.14931 -0.99513 0.06311
H 5.23377 0.49591 -0.48042
H 2.02922 2.58900 1.11317
H 2.81236 4.88436 0.61413
H 3.88890 5.38598 -1.58326
H 4.22750 3.54972 -3.24414
H 3.84945 1.18435 -2.54119
C -3.30337 0.41610 4.24496
C -1.83521 0.77198 4.46424
C -1.79071 1.92442 5.44325
O -1.26054 1.18744 3.21995
B -0.59910 0.08299 2.69606
O -0.56088 -0.99752 3.59083
C -0.98042 -0.48669 4.86031
C 0.24025 -0.13150 5.70158
C -1.71885 -1.58006 5.59564
H -3.43254 -0.43887 3.56920
H -3.83361 1.27742 3.82357
H -3.78324 0.17654 5.20018
H -2.36216 2.77057 5.05261
H -2.25169 1.62750 6.39150
H -0.76709 2.25460 5.65054
H -0.07739 0.17077 6.70717
H 0.87564 -1.01963 5.82148
H 0.84786 0.67339 5.27166
H -2.59886 -1.92531 5.05257
H -1.04136 -2.42723 5.75378
H -2.03516 -1.22041 6.58117


(3)
DFT (ωB97M-V/def2-TZVPD) results for a structure of composition C41H49BiBrN7O3PS.

Results
Largest force on an atom ... 0.84 eV/Å
Net charge ... +1
Molar mass ... 1039.81 Da
Multiplicity ... 1
E_LUMO ... -2.2089 eV

Cartesian coordinates (Å):
Bi 0.48392 -0.43378 0.25301
C -3.03836 -1.24695 0.94985
N -2.13657 -0.08594 1.06007
C -1.97919 0.31036 2.45505
C -1.01218 -0.63716 3.07206
N -0.09448 -1.22377 2.35434
C 0.65596 -2.02554 3.20466
C 1.74727 -2.84844 2.96591
C 2.27781 -3.52387 4.04733
C 1.74485 -3.38176 5.33653
C 0.65999 -2.56280 5.58408
C 0.12604 -1.89317 4.49321
N -0.94674 -1.01417 4.35728
C -2.84321 -2.05512 -0.29418
N -1.70982 -2.57891 -0.67199
C -2.00220 -3.27143 -1.84445
C -1.17868 -4.01854 -2.68806
C -1.75153 -4.59608 -3.80301
C -3.11537 -4.44769 -4.09108
C -3.94710 -3.71502 -3.26895
C -3.36252 -3.13228 -2.15068
N -3.87163 -2.34267 -1.14062
H -4.08848 -0.94127 1.01742
H -2.82147 -1.90419 1.79451
H -2.41603 0.68741 0.46887
H -2.92056 0.32992 3.01645
H -1.53906 1.30906 2.49441
H 2.17128 -2.93835 1.97368
H 3.12828 -4.17574 3.89854
H 2.19794 -3.92107 6.15682
H 0.25104 -2.44300 6.57834
H -1.51100 -0.64219 5.10299
H -0.12743 -4.13107 -2.47518
H -1.13917 -5.18411 -4.47377
H -3.52416 -4.92066 -4.97351
H -5.00097 -3.59709 -3.48443
H -4.83017 -2.05880 -1.03531
C -0.48318 5.72107 -2.89274
C -0.52172 4.23071 -3.07791
C -1.31480 3.63867 -4.05974
C -1.35275 2.26144 -4.19318
C -0.57535 1.53046 -3.31024
Br -0.54642 -0.37473 -3.40455
N 0.17951 2.04924 -2.37407
C 0.21086 3.37748 -2.26444
H -0.43611 6.23112 -3.85439
H 0.37583 6.02566 -2.29653
H -1.38887 6.06283 -2.38660
H -1.90600 4.25690 -4.72481
H -1.94890 1.77405 -4.95048
H 0.85662 3.76504 -1.48296
O 1.32581 1.00491 3.30260
N 2.36668 0.78791 2.73045
O 2.28865 0.21666 1.56670
C 2.26192 -3.91832 -0.78027
C 2.95747 -2.86248 -1.64540
C 4.08613 -3.49626 -2.45255
P 3.40250 -1.40732 -0.56151
C 4.09304 -0.16800 -1.76301
C 4.49722 1.09301 -0.99258
C 3.07380 0.19403 -2.83805
C 4.91366 -2.03063 0.35979
C 5.04047 -1.38829 1.74545
C 6.24352 -1.91472 -0.38637
H 1.93430 -4.75867 -1.39414
H 1.38273 -3.51779 -0.26716
H 2.94517 -4.32333 -0.02955
H 2.21519 -2.45647 -2.34301
H 4.81929 -3.96993 -1.79871
H 4.59592 -2.76398 -3.07968
H 3.68426 -4.27217 -3.10811
H 4.97373 -0.60871 -2.23415
H 3.62374 1.54737 -0.51980
H 4.93662 1.82347 -1.67467
H 5.22531 0.88612 -0.20904
H 2.18617 0.64819 -2.39169
H 2.76881 -0.66419 -3.43667
H 3.50644 0.93143 -3.51795
H 4.69031 -3.09407 0.50535
H 5.19517 -0.31186 1.67559
H 5.89679 -1.82015 2.26859
H 4.15427 -1.55095 2.35438
H 6.57234 -0.87726 -0.44797
H 6.20845 -2.32475 -1.39273
H 7.00424 -2.46598 0.17001
C 2.00182 10.29311 2.03571
C 1.48668 8.90622 1.77579
O 1.94674 8.13067 0.98763
S 0.07322 8.50099 2.81838
C -0.12537 6.79839 2.35265
C -0.78643 6.47561 1.17541
C -0.82084 5.16134 0.74577
C -0.19454 4.16301 1.49201
C 0.41219 4.48692 2.70968
C 0.45001 5.80365 3.13399
C -0.08830 2.82007 1.00517
C 0.03460 1.68494 0.60143
H 2.39559 10.71562 1.11363
H 2.81695 10.22663 2.75815
H 1.22571 10.93597 2.44732
H -1.24970 7.25821 0.58973
H -1.32062 4.90033 -0.17853
H 0.88043 3.70292 3.29092
H 0.94807 6.06624 4.05746